Density functional theory data (wB97M-V/def2-TZVPD) for a cluster of 2 separate species, C3H4O4 in total.

Each line ends with the Mulliken charge.
Element x y z (Å)
O1 1.334 1.198 -1.225  -0.48
C1 1.192 0.754 -0.118  0.66
O2 2.131 0.613 0.818  -0.38
O3 -0.231 0.588 0.544  -0.23
O4 -1.259 1.576 0.105  -0.27
H1 2.985 0.786 0.374  0.36
H2 -0.959 1.724 -0.812  0.33
C2 -0.819 -1.411 0.272  -0.34
C3 -1.872 -1.937 -0.036  -0.28
H3 0.265 -1.473 0.432  0.23
H4 -2.767 -2.418 -0.353  0.40

gap between HOMO and LUMO: 0.33940 Eh
net charge: 0
SMILES: O=C(O)OO.C#C
LUMO level: -0.002 Eh


Density functional theory data (wB97M-V/def2-TZVPD) for a cluster of 2 separate species, C2H6BClO2 in total.

Each line ends with the Mulliken charge.
Element x y z (Å)
B1 0.752 -0.313 0.436  0.64
C1 -1.022 1.138 -0.999  -0.97
C2 -0.499 0.610 0.251  -0.12
O1 1.422 -0.677 -0.685  -0.52
O2 1.157 -0.527 1.711  -0.49
Cl1 -1.179 -2.497 0.789  -0.41
H1 -1.196 2.214 -0.890  0.34
H2 -2.014 0.716 -1.188  0.30
H3 -0.366 0.934 -1.839  0.29
H4 -1.085 0.824 1.134  0.41
H5 2.175 -1.258 -0.575  0.26
H6 1.856 -1.165 1.854  0.27

gap between HOMO and LUMO (alpha / beta): 0.29564 / 0.21071 Eh
net charge: 0
LUMO level (alpha / beta): -0.065 / -0.112 Eh


Density functional theory data (wB97M-V/def2-TZVPD) for a structure of composition C41H38Cl2LiN4O4S2Sb.

Each line ends with the Mulliken charge.
Element x y z (Å)
Li1 1.490 -1.744 -0.923  0.90
C1 -2.994 7.255 0.252  -0.76
C2 -2.909 6.352 1.266  -0.54
C3 -2.868 4.979 1.089  0.15
C4 -2.770 4.427 -0.226  0.42
C5 -2.833 5.342 -1.307  -0.81
C6 -2.885 6.698 -1.041  -0.47
Sb1 -3.129 2.330 -0.989  0.60
C7 -2.910 1.794 1.017  0.23
C8 -1.684 2.179 1.588  -0.25
C9 -1.548 2.050 2.959  -0.09
C10 -2.530 1.454 3.719  -0.48
C11 -3.743 1.155 3.121  -0.60
C12 -3.941 1.166 1.735  -0.40
C13 -5.324 2.620 -0.988  0.09
C14 -6.006 3.666 -0.386  0.09
C15 -7.432 3.739 -0.366  -0.65
C16 -8.136 2.848 -1.135  -0.41
C17 -7.414 1.824 -1.824  -0.42
C18 -6.029 1.757 -1.811  -0.62
H1 -3.102 8.313 0.453  0.43
H2 -2.946 6.623 2.314  0.37
H3 -3.085 4.343 1.964  0.19
H4 -2.717 5.002 -2.326  0.41
H5 -2.908 7.317 -1.919  0.40
H6 -0.867 2.649 0.991  -0.01
H7 -0.579 2.351 3.430  0.26
H8 -2.332 1.085 4.728  0.37
H9 -4.578 0.630 3.640  0.27
H10 -4.795 0.741 1.278  0.54
H11 -5.450 4.499 0.064  0.21
H12 -7.806 4.611 0.114  0.40
H13 -9.198 2.928 -1.256  0.38
H14 -7.945 1.013 -2.280  0.37
H15 -5.516 0.921 -2.318  0.27
N1 6.068 3.024 1.070  -0.26
C19 6.348 1.704 0.954  0.27
O1 7.451 1.250 1.145  -0.62
C20 5.158 0.814 0.627  1.02
C21 5.379 -0.565 0.384  -0.59
C22 4.315 -1.379 0.132  0.13
N2 3.059 -0.906 0.027  -0.72
C23 2.844 0.436 0.205  -0.33
C24 3.835 1.319 0.566  -0.50
H16 6.847 3.650 1.128  0.25
H17 5.171 3.420 0.736  0.16
H18 6.422 -0.910 0.358  0.44
H19 4.377 -2.418 -0.123  0.03
H20 1.843 0.800 0.074  0.56
H21 3.482 2.261 1.037  0.18
S1 1.349 4.192 1.409  -0.24
C25 2.205 5.367 0.535  0.10
N3 3.173 6.154 1.050  -0.18
C26 3.991 6.841 0.020  -0.63
C27 3.399 6.594 -1.366  -0.40
S2 1.979 5.491 -1.226  -0.06
H22 3.459 6.157 2.038  0.27
H23 4.995 6.421 -0.018  0.22
H24 3.973 7.899 0.248  0.37
H25 4.125 6.067 -2.012  0.32
H26 3.023 7.594 -1.783  0.31
Cl1 4.495 -4.775 -1.100  -0.27
C28 4.259 -6.496 -0.864  0.16
C29 5.304 -7.311 -0.479  -0.33
C30 5.093 -8.696 -0.385  -0.80
C31 3.908 -9.232 -0.942  -0.32
C32 2.848 -8.428 -1.334  0.42
Cl2 1.528 -9.129 -2.117  -0.19
C33 2.895 -7.067 -1.018  0.15
N4 1.753 -6.271 -1.003  0.40
C34 0.534 -6.605 -0.385  0.17
C35 0.388 -7.371 0.761  -0.43
C36 -0.834 -7.650 1.363  -0.74
C37 -1.993 -7.077 0.859  -0.50
C38 -1.881 -6.102 -0.165  -0.49
C39 -0.628 -5.804 -0.748  0.60
C40 -0.490 -4.711 -1.888  -1.40
C41 0.272 -3.476 -1.403  1.26
O2 -0.291 -2.453 -0.926  -0.95
O3 1.538 -3.572 -1.588  -1.14
H27 6.250 -6.814 -0.303  0.39
H28 5.920 -9.359 -0.229  0.34
H29 3.843 -10.334 -1.135  0.31
H30 1.843 -5.256 -1.268  0.08
H31 1.260 -7.786 1.247  0.46
H32 -0.898 -8.280 2.192  0.45
H33 -3.051 -7.397 1.084  0.29
H34 -2.768 -5.535 -0.515  0.28
H35 -1.534 -4.467 -2.149  0.49
H36 -0.074 -5.151 -2.872  0.26
O4 -2.714 -0.799 -1.603  -0.50
H37 -2.046 -1.539 -1.264  0.33
H38 -3.582 -1.248 -1.667  0.28

gap between HOMO and LUMO: 0.24762 Eh
net charge: 0
LUMO level: -0.024 Eh


In the order shown, the computed largest force on an atom values come out to 0.075 0.028 0.068 Eh/bohr.
In the order shown, the computed energy relative to the best compared isomer or geometry (same formula, charge and spin) values come out to 666.2 210.7 433.2 kJ/mol.